The following is a DFT calculation (ωB97M-V/def2-TZVPD) of C23H16Cl3N7O4Ti as an isolated structure.

## Properties
Energy above the lowest of the compared OMol25 structures with the same formula, charge and spin = 2.61 kcal/mol
Total charge = 0
Gap between HOMO and LUMO = 5.96 eV
Lowest unoccupied orbital energy = -2.220 eV

Each line ends with the Löwdin charge.
Geometry (Å):
Ti1 0.63795 -0.30976 0.22303  0.807
O1 -3.57858 4.78630 -0.77040  -0.009
C1 -3.97718 3.72780 -1.28990  -0.721
O2 -4.91389 3.45061 -2.04319  0.010
C2 -3.05192 2.56043 -0.94567  -0.060
C3 -2.39164 1.88180 -1.96943  0.033
C4 -1.39052 0.98851 -1.66452  -0.075
N1 -1.06008 0.71147 -0.39219  -0.035
C5 -1.76989 1.28639 0.60615  -0.169
C6 -2.75195 2.20788 0.37673  0.095
C7 -1.26883 0.91459 1.97523  -0.520
O3 -1.75952 1.27623 3.00261  0.155
O4 -0.13407 0.20237 1.87210  -0.240
H1 -2.65560 2.08538 -2.99835  0.132
H2 -0.82217 0.48438 -2.43447  0.103
H3 -3.24056 2.69330 1.21053  0.147
C8 1.73688 3.98387 0.87200  -0.003
C9 1.32958 2.67013 0.99840  -0.089
N2 1.61056 1.73718 0.07556  -0.010
C10 2.30746 2.11264 -1.00534  -0.070
C11 2.69573 3.42091 -1.24792  -0.196
C12 2.42382 4.36748 -0.26531  0.007
C13 3.32756 3.78472 -2.53718  -0.040
C14 2.93443 4.79177 -3.31477  -0.014
C15 1.79785 5.71723 -3.07554  -0.294
C16 0.55065 5.31484 -2.61648  -0.005
C17 -0.40362 6.30203 -2.41805  -0.089
N3 -0.14959 7.58478 -2.67748  0.089
C18 1.05869 7.85598 -3.15249  -0.201
N4 2.04893 6.99607 -3.36468  0.123
H4 1.49504 4.69470 1.64895  0.122
H5 0.78715 2.35021 1.87475  0.112
H6 2.50076 1.33529 -1.73318  0.103
H7 2.73172 5.39520 -0.40906  0.136
H8 4.17269 3.18240 -2.85112  0.115
H9 3.50819 5.01572 -4.20626  0.115
H10 0.32452 4.27580 -2.41752  0.112
H11 -1.39156 6.06756 -2.03215  0.110
H12 1.27134 8.89641 -3.37170  0.108
Cl1 1.22209 -4.00548 -3.30431  0.636
C19 0.91052 -2.32348 -3.42870  -1.189
Cl2 0.25136 -1.70084 -4.89445  0.633
Cl3 -0.21117 -2.36535 0.33485  0.197
C20 1.16563 -1.49752 -2.43797  -0.372
N5 1.35063 -0.67436 -1.57551  -0.032
N6 2.17718 -1.32061 2.64617  0.025
C21 3.30488 -1.82532 3.15586  -0.053
C22 4.26979 -1.75396 2.17072  -0.033
C23 3.61598 -1.19673 1.07157  -0.104
N7 2.34923 -0.92731 1.37552  -0.111
H13 1.27101 -1.19356 3.07614  0.153
H14 3.34842 -2.18716 4.16869  0.131
H15 5.29517 -2.06904 2.23569  0.105
H16 3.99127 -0.98179 0.08461  0.120